{
  "formula": "C43H68Cl2NO11",
  "method": "wB97M-V/def2-TZVPD",
  "homo_ha": -0.4113,
  "total_charge": 1,
  "e_tot_ev": -94737.159,
  "symbols": ["C", "C", "C", "C", "C", "C", "C", "C", "C", "C", "C", "C", "C", "C", "C", "C", "C", "C", "N", "C", "C", "O", "C", "C", "C", "Cl", "C", "C", "Cl", "C", "C", "O", "O", "H", "H", "H", "H", "H", "H", "H", "H", "H", "H", "H", "H", "H", "H", "H", "H", "H", "H", "H", "H", "H", "H", "H", "H", "H", "H", "H", "H", "H", "H", "H", "H", "H", "H", "H", "H", "H", "H", "H", "H", "H", "H", "H", "H", "O", "C", "O", "C", "C", "C", "H", "H", "H", "H", "H", "H", "O", "C", "O", "C", "C", "C", "H", "H", "H", "H", "H", "H", "O", "C", "O", "C", "C", "C", "H", "H", "H", "H", "H", "H", "O", "C", "O", "C", "C", "C", "H", "H", "H", "H", "H", "H"],
  "coordinates": [[6.56148, -2.53748, 2.82740], [6.31553, -1.99221, 1.30381], [5.93289, -0.43080, 1.33627], [6.04727, 0.30571, -0.09468], [5.71225, 1.89337, -0.02626], [4.44173, 2.31732, -0.93870], [4.17170, 3.90409, -0.81410], [2.63382, 4.33712, -0.94773], [1.64860, 3.68751, 0.15102], [0.47630, 4.70260, 0.64230], [-0.74751, 3.78451, 1.20215], [-2.12719, 4.01115, 0.40517], [-3.22915, 2.83867, 0.68701], [-3.07031, 1.74495, -0.47981], [-4.40855, 0.92404, -0.81689], [-4.23829, -0.01501, -2.14068], [-3.26686, -1.26546, -1.83479], [-3.95266, -2.62381, -1.43844], [-3.18293, -3.82345, -1.13413], [-1.72062, -3.84777, -1.13486], [-0.97723, -5.21818, -0.78542], [0.22440, -5.06704, -0.01265], [1.38975, -5.60900, -0.68823], [-0.95943, -2.55350, -1.51524], [0.64713, -2.43415, -1.55609], [1.65969, -2.93135, -2.98608], [1.24051, -1.88928, -0.37093], [2.79910, -1.62624, -0.17717], [0.17541, -1.40508, 1.05753], [-1.71994, -1.22372, -1.90117], [-0.94917, 0.09473, -2.33789], [-1.39820, 0.71022, -3.34752], [0.15855, 0.66536, -1.67392], [6.03922, -3.55718, 2.98176], [7.69684, -2.60703, 2.96450], [6.06917, -1.81417, 3.58541], [7.22715, -2.18540, 0.62665], [5.47659, -2.66585, 0.88525], [6.72705, 0.07426, 2.01103], [4.88735, -0.24006, 1.76608], [7.16657, 0.24132, -0.39009], [5.47788, -0.24744, -0.91580], [5.45982, 2.18300, 1.05225], [6.65628, 2.46900, -0.36307], [4.76273, 2.13595, -2.03835], [3.51084, 1.67693, -0.75265], [4.73577, 4.39362, -1.69027], [4.64502, 4.31881, 0.15243], [2.26231, 3.99672, -1.98986], [2.47914, 5.48190, -0.91682], [1.09253, 2.82217, -0.38209], [2.20698, 3.19796, 1.02603], [0.90030, 5.40600, 1.44469], [0.10679, 5.31704, -0.25082], [-0.46377, 2.66829, 1.15147], [-0.93122, 4.00831, 2.31599], [-2.58890, 4.98201, 0.78772], [-1.86286, 4.10164, -0.70372], [-2.88567, 2.33799, 1.66823], [-4.29607, 3.24755, 0.74477], [-2.29663, 0.96548, -0.10625], [-2.70002, 2.22548, -1.45453], [-4.65773, 0.29485, 0.12236], [-5.30957, 1.63635, -0.95217], [-3.85281, 0.64821, -2.98439], [-5.26591, -0.47840, -2.36956], [-5.10147, -2.66108, -1.40443], [-3.69917, -4.69806, -0.90898], [-1.72012, -5.84084, -0.14830], [-0.81757, -5.83679, -1.74836], [2.31608, -4.98831, -0.38764], [1.57164, -6.70187, -0.38698], [1.32763, -5.57449, -1.83212], [3.18202, -2.03774, 0.81399], [2.92466, -0.47537, -0.11616], [3.41300, -1.94839, -1.09120], [0.84411, 0.96754, -2.31720], [-2.54593, 6.02187, -1.52508], [-3.68740, 6.24463, -1.83666], [-4.68791, 5.32275, -1.77159], [-5.88724, 5.88499, -2.31703], [-5.70586, 7.38159, -2.21823], [-4.21022, 7.54175, -2.39056], [-5.99179, 5.54617, -3.35218], [-6.74896, 5.53893, -1.74334], [-6.29399, 7.93575, -2.95163], [-5.99921, 7.72570, -1.22136], [-3.92730, 7.61943, -3.44301], [-3.82901, 8.39194, -1.82526], [1.36019, 3.45817, 5.23800], [1.00450, 2.36920, 4.86857], [0.29332, 2.14658, 3.72811], [-0.05500, 0.76038, 3.65005], [0.94725, 0.04787, 4.52694], [1.23055, 1.07486, 5.60149], [-1.08272, 0.63812, 4.00739], [0.00164, 0.42444, 2.61302], [0.58000, -0.90264, 4.91520], [1.86148, -0.15076, 3.95936], [0.52058, 1.00518, 6.42910], [2.25510, 1.00334, 5.96571], [2.82041, -1.97301, 5.64272], [2.73192, -3.09818, 5.22352], [1.92980, -3.46253, 4.18449], [1.98223, -4.88431, 4.02067], [3.28052, -5.31143, 4.66504], [3.43833, -4.30247, 5.78285], [1.10942, -5.32440, 4.51225], [1.95180, -5.13287, 2.95795], [3.27071, -6.34761, 5.00731], [4.10320, -5.19987, 3.95126], [2.92937, -4.62219, 6.69523], [4.48728, -4.08454, 5.98289], [-6.66474, -2.43638, -3.78882], [-6.02895, -3.17933, -4.49513], [-6.13471, -4.53503, -4.46794], [-5.16175, -5.10553, -5.35158], [-4.82196, -4.00712, -6.33102], [-4.98107, -2.75881, -5.48968], [-4.29522, -5.41899, -4.76083], [-5.58513, -5.97987, -5.84859], [-3.82986, -4.11557, -6.77234], [-5.55351, -3.99662, -7.14492], [-4.06136, -2.50822, -4.95436], [-5.32281, -1.91302, -6.08608]],
  "lowdin_charge": [-0.124, -0.257, -0.239, -0.221, -0.202, -0.216, -0.220, -0.214, -0.214, -0.168, -0.203, -0.209, -0.166, -0.212, -0.181, -0.130, -0.030, 0.086, 0.099, -0.023, -0.154, -0.213, -0.111, -0.048, -0.592, 0.639, -0.559, -0.104, 0.704, 0.066, -0.354, 0.080, 0.036, 0.058, 0.077, 0.078, 0.111, 0.081, 0.125, 0.106, 0.112, 0.095, 0.109, 0.121, 0.115, 0.084, 0.110, 0.116, 0.110, 0.114, 0.082, 0.118, 0.118, 0.106, 0.090, 0.111, 0.111, 0.090, 0.110, 0.110, 0.108, 0.115, 0.122, 0.124, 0.121, 0.110, 0.150, 0.169, 0.145, 0.151, 0.106, 0.107, 0.076, 0.081, 0.084, 0.074, 0.146, 0.094, -0.462, 0.017, -0.164, -0.162, -0.076, 0.128, 0.127, 0.121, 0.124, 0.137, 0.133, 0.120, -0.470, 0.001, -0.192, -0.184, -0.071, 0.131, 0.026, 0.110, 0.114, 0.138, 0.131, 0.117, -0.467, 0.012, -0.161, -0.160, -0.073, 0.130, 0.119, 0.122, 0.110, 0.138, 0.132, 0.098, -0.484, 0.028, -0.162, -0.158, -0.080, 0.122, 0.132, 0.123, 0.128, 0.125, 0.135]
}